The following is a quantum chemistry calculation of 2 unconnected molecules or ions with the total composition C5H9NO, from the OMol25 dataset.

Element x y z (Å)
1 N 0.48 -2.32 2.17
2 C 0.67 -1.18 1.52
3 C 0.82 -0.10 0.94
4 O 1.71 0.78 0.43
5 H 0.69 -2.33 3.17
6 H -0.33 -2.87 1.91
7 H 2.55 0.34 0.26
8 C -1.08 0.89 0.21
9 C -1.10 0.46 -1.08
10 C -0.21 0.98 -2.16
11 H -0.71 1.88 0.43
12 H -1.84 0.55 0.89
13 H -1.71 -0.40 -1.34
14 H -0.79 1.23 -3.05
15 H 0.34 1.86 -1.83
16 H 0.52 0.22 -2.46

Energy relative to the best compared isomer or geometry (same formula, charge and spin) = 490.57 kJ/mol
SMILES = NC#CO.C=CC
HOMO energy = -7.3 eV